Entry 1:
Computed, not measured: a molecular structure, C3H4O2Pm at a distorted geometry, with ωB97M-V/def2-TZVPD.

Cartesian coordinates (Å):
H (1.03, 0.37, -0.72)
O (-0.51, 0.56, 0.78)
O (-1.10, -1.44, 0.49)
C (-0.97, 0.56, -0.57)
C (-1.81, -0.69, -0.56)
C (-0.32, -0.68, 1.18)
H (-1.41, 1.51, -0.86)
H (-2.85, -0.55, -0.24)
H (-1.83, -1.27, -1.49)
Pm (2.64, -0.30, 1.09)

ΔE to the lowest compared entry with this formula, charge and spin (kJ/mol): 407.5
Kohn-Sham gap (alpha / beta) (eV): 7.24 / 7.56
Spin multiplicity: 6
Total charge: +2
Maximum force (Eh/bohr): 0.058
Expectation value of S²: 8.87

Entry 2:
Computed, not measured: C3H4O2S in the gas phase at a distorted geometry, with ωB97M-V/def2-TZVPD.

Cartesian coordinates (Å):
O (0.25, -1.85, 1.58)
C (0.62, -0.85, 1.05)
C (-0.16, -0.39, 0.00)
S (-1.54, -1.27, -0.47)
C (0.39, 1.23, -0.68)
O (-0.25, 1.72, -1.71)
H (1.63, -0.49, 1.26)
H (-1.28, -2.37, 0.43)
H (1.09, 1.66, 0.07)
H (-0.75, 2.60, -1.53)

ΔE to the lowest compared entry with this formula, charge and spin (kJ/mol): 470.2
Kohn-Sham gap (alpha / beta) (eV): 8.06 / 7.58
Maximum force (Eh/bohr): 0.152

Entry 3:
Computed, not measured: C3H4O2S in the gas phase at a distorted geometry, with ωB97M-V/def2-TZVPD.

Cartesian coordinates (Å):
C (-1.15, 2.41, -0.27)
C (-0.47, 1.53, -0.72)
S (0.74, 0.42, -1.29)
C (0.54, -1.02, -0.22)
O (2.01, 1.03, -1.04)
O (0.41, 0.04, -2.94)
H (-1.77, 3.17, 0.10)
H (-0.49, -1.36, -0.24)
H (1.21, -1.79, -0.59)
H (0.84, -0.70, 0.77)

ΔE to the lowest compared entry with this formula, charge and spin (kJ/mol): 454.4
Kohn-Sham gap (eV): 10.97
Maximum force (Eh/bohr): 0.150

Entry 4:
Computed, not measured: C3H4O2S in the gas phase at a distorted geometry, with ωB97M-V/def2-TZVPD.

Cartesian coordinates (Å):
C (0.90, 0.63, -1.15)
C (0.19, 0.26, 0.22)
O (0.78, 0.43, 1.29)
C (-1.05, -0.69, 0.22)
O (-1.45, -1.20, -0.78)
S (-1.75, -1.13, 1.84)
H (0.17, 1.11, -1.92)
H (1.39, -0.30, -1.58)
H (1.68, 1.33, -0.70)
H (-0.87, -0.44, 2.56)

ΔE to the lowest compared entry with this formula, charge and spin (kJ/mol): 81.0
Kohn-Sham gap (eV): 9.40
Maximum force (Eh/bohr): 0.046

Question: Which value of ΔE to the lowest compared entry with this formula, charge and spin does entry 4 give?
Answer: 81.0 kJ/mol